No. 1
Entry from the Open Molecules 2025 dataset: a cluster of 2 separate species, CH4O2S in total at a distorted geometry (wB97M-V/def2-TZVPD).

Structure (XYZ):
```
8
CH4O2S | the Open Molecules 2025 dataset | wB97M-V/def2-TZVPD
S 3.8262 -0.4229 -0.1984
O 4.0799 0.8887 0.3359
O 4.7112 -1.4710 0.2698
C -0.9358 0.3144 -0.1058
H -1.6592 -0.2569 -0.8351
H -1.6163 1.1970 0.1696
H 0.0436 0.6175 -0.3893
H -0.7865 -0.2468 0.9009
```

HOMO energy: -12.1 eV
Relative energy (zero: lowest compared OMol25 entry of this formula, charge and spin): 0.949 eV

No. 2
Entry from the Open Molecules 2025 dataset: a cluster of 2 separate species, CH4O2S in total at a distorted geometry (wB97M-V/def2-TZVPD).

Structure (XYZ):
```
8
CH4O2S | the Open Molecules 2025 dataset | wB97M-V/def2-TZVPD
S 1.8041 -0.4123 0.4155
O -1.2019 -0.3345 0.6278
O -2.1864 1.5154 0.2520
C -1.9894 0.3950 -0.0727
H -0.7456 0.2191 1.2657
H -2.5138 -0.1158 -0.9884
H 1.4675 -1.7569 0.8569
H 1.4546 -0.7019 -0.7712
```

HOMO energy: -9.9 eV
Structure (SMILES): O=CO.S
Relative energy (zero: lowest compared OMol25 entry of this formula, charge and spin): 0.629 eV

No. 3
Entry from the Open Molecules 2025 dataset: the molecule CH4O2S at a distorted geometry (wB97M-V/def2-TZVPD).

Structure (XYZ):
```
8
CH4O2S | the Open Molecules 2025 dataset | wB97M-V/def2-TZVPD
S 0.2732 0.9419 0.1892
O 2.0317 -1.0258 0.2915
O 1.4024 0.0257 -0.5025
C -1.3776 0.2467 -0.0558
H -1.7333 -0.5485 0.6702
H -2.1114 1.1462 0.1391
H -1.4704 0.0112 -1.1624
H 2.9854 -0.7974 0.4307
```

HOMO energy: -9.2 eV
Structure (SMILES): CSOO
Relative energy (zero: lowest compared OMol25 entry of this formula, charge and spin): 3.868 eV

No. 4
Entry from the Open Molecules 2025 dataset: a cluster of 2 separate species, CH4O2S in total at a distorted geometry (wB97M-V/def2-TZVPD).

Structure (XYZ):
```
8
CH4O2S | the Open Molecules 2025 dataset | wB97M-V/def2-TZVPD
S 0.6853 -1.3313 0.1886
O 0.4614 1.2075 0.8725
O -0.6611 -0.7946 -0.0803
C -0.4072 1.6278 0.2002
H -0.2745 1.6636 -0.9529
H 1.2915 -1.6703 -0.9810
H -1.4803 1.9876 0.5674
H 0.3849 -2.6902 0.1856
```

HOMO energy: -9.7 eV
Relative energy (zero: lowest compared OMol25 entry of this formula, charge and spin): 3.173 eV

No. 5
Entry from the Open Molecules 2025 dataset: a cluster of 2 separate species, CH4O2S in total at a distorted geometry (wB97M-V/def2-TZVPD).

Structure (XYZ):
```
8
CH4O2S | the Open Molecules 2025 dataset | wB97M-V/def2-TZVPD
S -4.5675 -0.5126 -0.2711
O -3.7971 0.7639 -0.1410
O -0.1963 0.2156 1.0027
C -0.1402 0.6327 -0.4784
H 0.5267 -0.0190 -1.0520
H -1.1182 0.6948 -0.8480
H -0.4938 1.0201 1.3824
H 0.3125 1.5779 -0.6469
```

HOMO energy (alpha / beta): -9.5 / -9.5 eV
Structure (SMILES): O=S.CO
Relative energy (zero: lowest compared OMol25 entry of this formula, charge and spin): 2.839 eV

No. 6
Entry from the Open Molecules 2025 dataset: a cluster of 2 separate species, CH4O2S in total (wB97M-V/def2-TZVPD).

Structure (XYZ):
```
8
CH4O2S | the Open Molecules 2025 dataset | wB97M-V/def2-TZVPD
S -1.4601 -0.0005 0.0717
O -2.0798 -1.1693 -0.5113
O -2.1348 1.2722 -0.0351
C 0.2067 0.1858 -0.7669
H -0.0188 0.2153 -1.8288
H -1.4195 -0.7080 2.7906
H 0.8122 -0.6731 -0.5237
H 0.6609 1.1103 -0.4386
```

HOMO energy (alpha / beta): -11.2 / -9.7 eV
Relative energy (zero: lowest compared OMol25 entry of this formula, charge and spin): 4.406 eV

- Which of these has the highest relative energy (zero: lowest compared OMol25 entry of this formula, charge and spin)?
  number 6